Record 1
Molecular formula: C4H8N2
Method: DFT, wB97M-V/def2-TZVPD

```
14
Properties=species:S:1:pos:R:3:forces:R:3
C 0.716 -0.933 -0.014 -4.0 -5.2 -1.0
C -0.397 -0.074 0.483 -3.0 -2.4 -4.5
C -0.157 1.270 -0.017 -0.9 3.3 0.9
C -1.947 -0.534 -0.347 4.9 0.6 1.8
N -2.975 -0.271 0.551 -1.9 0.0 1.9
N -2.814 0.637 -0.236 -0.8 -0.1 -1.3
H 0.747 -1.095 -1.111 0.3 1.0 0.5
H 0.410 -2.058 0.266 1.1 2.1 -0.1
H 1.572 -0.672 0.450 3.2 0.6 1.1
H -0.639 -0.280 1.485 -0.1 0.4 1.4
H 0.234 1.250 -1.034 -0.6 -0.1 -0.3
H 0.730 1.686 0.520 -0.9 0.4 0.1
H -1.156 1.946 0.056 2.7 -1.1 -0.1
H -2.011 -1.407 -0.992 -0.1 0.5 -0.4
```
Positions in Å, forces in eV/Å.

Calculated values
SMILES string: CC(C)C1N=N1
HOMO-LUMO gap in hartree: 0.399
Relative energy (zero: lowest compared OMol25 entry of this formula, charge and spin) in kJ/mol: 389.0
DFT total energy in eV: -7253.843



Record 2
Molecular formula: C4H8N2
Method: DFT, wB97M-V/def2-TZVPD

```
14
Properties=species:S:1:pos:R:3:forces:R:3
C -0.707 -1.385 -0.503 -0.1 -0.1 0.0
N -0.227 -0.295 0.333 0.0 0.1 0.1
C 1.209 -0.319 0.531 0.3 0.0 0.0
C -0.495 0.988 -0.276 -0.1 0.2 -0.2
C -0.352 2.089 0.695 0.2 0.8 0.6
N -0.162 2.963 1.428 -0.3 -0.9 -0.7
H -0.298 -1.364 -1.530 0.0 0.0 0.1
H -1.800 -1.346 -0.555 0.2 0.0 -0.1
H -0.433 -2.340 -0.047 0.0 0.2 0.0
H 1.474 0.360 1.350 0.0 -0.2 -0.1
H 1.687 0.088 -0.391 0.3 -0.6 0.4
H 1.548 -1.331 0.763 0.1 0.2 -0.1
H -1.499 1.007 -0.710 0.2 0.1 0.0
H 0.294 1.173 -1.048 -0.8 0.2 -0.1
```
Positions in Å, forces in eV/Å.

Calculated values
SMILES string: CN(C)CC#N
HOMO-LUMO gap in hartree: 0.380
Relative energy (zero: lowest compared OMol25 entry of this formula, charge and spin) in kJ/mol: 96.1
DFT total energy in eV: -7256.880



Record 3
Molecular formula: C4H8N2
Method: DFT, wB97M-V/def2-TZVPD

```
14
Properties=species:S:1:pos:R:3:forces:R:3
C -2.521 0.030 0.158 -1.2 4.3 -1.7
C -1.044 0.324 0.032 1.8 -3.2 -1.6
N -0.326 -0.738 -0.455 -2.2 4.5 2.6
N 1.067 -0.494 -0.492 -1.1 -0.4 -1.5
C 1.706 -0.284 0.789 -5.6 2.4 -0.1
C 1.514 0.843 -0.255 1.7 -4.3 1.9
H -2.915 -0.292 1.056 0.0 -1.2 2.3
H -3.077 1.056 0.131 0.9 -1.4 -0.2
H -3.046 -0.518 -0.618 0.8 -0.4 -0.3
H -0.568 1.399 0.290 -1.8 -2.9 -0.5
H 0.761 -0.229 1.525 3.0 -0.3 -0.7
H 2.535 -0.864 0.862 2.5 -1.2 1.1
H 2.262 0.975 -0.904 3.0 1.2 -2.0
H 0.930 1.624 -0.056 -1.9 2.8 0.8
```
Positions in Å, forces in eV/Å.

Calculated values
SMILES string: C/C=N/N1CC1
HOMO-LUMO gap in hartree: 0.368
Relative energy (zero: lowest compared OMol25 entry of this formula, charge and spin) in kJ/mol: 468.5
DFT total energy in eV: -7253.019



Record 4
Molecular formula: C4H8N2
Method: DFT, wB97M-V/def2-TZVPD

```
14
Properties=species:S:1:pos:R:3:forces:R:3
C 0.630 -0.398 1.862 2.6 -1.1 1.6
C 0.633 -0.785 0.450 -1.4 -1.9 -1.5
C 1.433 -0.429 -0.507 -0.5 0.3 1.4
N 1.946 0.104 -1.452 1.7 1.2 -1.6
H 1.698 -0.753 2.170 -1.7 1.1 0.3
H -0.050 -0.900 2.590 0.2 0.3 -1.1
H 0.550 0.673 1.935 0.0 0.5 0.5
H -0.079 -1.489 -0.003 0.0 0.1 0.6
H 2.913 -0.116 -1.720 -0.6 -0.4 0.1
C -2.016 0.976 -0.747 0.2 0.9 2.0
N -1.346 0.281 -1.517 1.5 -0.2 -1.1
H -1.553 1.342 0.176 0.1 -0.5 0.2
H -3.023 1.304 -0.802 -1.2 0.4 -0.9
H -1.736 0.189 -2.435 -0.9 -0.6 -0.5
```
Positions in Å, forces in eV/Å.

Calculated values
SMILES string: CC=C=N.C=N
HOMO-LUMO gap in hartree: 0.329
Relative energy (zero: lowest compared OMol25 entry of this formula, charge and spin) in kJ/mol: 302.2
DFT total energy in eV: -7254.744



Record 5
Molecular formula: C4H8N2
Method: DFT, wB97M-V/def2-TZVPD

```
14
Properties=species:S:1:pos:R:3:forces:R:3
C -1.584 1.082 -0.840 0.3 -0.5 0.0
C -0.243 0.693 -0.240 0.3 0.4 0.7
N -0.253 -0.708 0.191 0.7 0.2 -0.4
C 0.966 -1.036 0.910 -0.3 -0.1 0.0
C 2.137 -1.154 0.014 0.2 -0.3 0.0
N 3.068 -1.316 -0.644 -0.5 0.2 0.3
H -1.542 2.098 -1.236 -0.2 0.0 0.2
H -2.369 0.989 -0.047 0.4 0.1 -0.9
H -1.736 0.401 -1.690 -0.5 0.2 0.3
H -0.040 1.368 0.627 0.0 -0.3 -0.3
H 0.628 0.829 -0.925 -0.8 -0.1 0.2
H -1.054 -0.953 0.752 -0.2 0.2 0.1
H 1.197 -0.315 1.695 0.2 0.3 0.1
H 0.825 -1.977 1.434 0.1 -0.3 -0.1
```
Positions in Å, forces in eV/Å.

Calculated values
SMILES string: CCNCC#N
HOMO-LUMO gap in hartree: 0.384
Relative energy (zero: lowest compared OMol25 entry of this formula, charge and spin) in kJ/mol: 65.8
DFT total energy in eV: -7257.193



Record 6
Molecular formula: C4H8N2
Method: DFT, wB97M-V/def2-TZVPD

```
14
Properties=species:S:1:pos:R:3:forces:R:3
C -1.997 -0.584 -0.108 0.9 0.9 3.4
N -1.628 0.866 -0.035 1.0 -1.0 -0.8
C -0.615 -0.133 0.475 -1.8 -1.2 0.1
C 0.629 -0.326 -0.329 -0.3 2.8 -1.0
C 1.676 0.768 0.021 -0.8 -0.5 -1.5
N 1.949 -0.665 0.189 -2.1 0.7 2.0
H -2.641 -0.784 0.813 0.2 -0.3 -2.0
H -2.134 -1.120 -1.053 0.2 0.3 0.5
H -1.357 1.170 -1.000 0.0 -0.3 1.1
H -0.477 -0.209 1.612 -0.4 0.4 -1.8
H 0.344 -0.426 -1.416 0.9 -0.2 1.0
H 2.119 1.427 -0.765 -0.2 -1.0 0.6
H 1.360 1.279 0.928 0.7 -0.1 0.0
H 2.387 -1.105 -0.553 1.7 -0.6 -1.7
```
Positions in Å, forces in eV/Å.

Calculated values
SMILES string: C1N[C@@H]1[C@H]1CN1
HOMO-LUMO gap in hartree: 0.359
Relative energy (zero: lowest compared OMol25 entry of this formula, charge and spin) in kJ/mol: 315.6
DFT total energy in eV: -7254.604



Record 7
Molecular formula: C4H8N2
Method: DFT, wB97M-V/def2-TZVPD

```
14
Properties=species:S:1:pos:R:3:forces:R:3
C 0.608 -1.822 0.039 0.6 -4.4 -0.8
N 0.466 -0.609 0.227 -2.9 3.7 0.1
C 1.375 0.573 -0.029 3.5 -1.0 -1.2
C 0.167 1.491 -0.058 -1.7 0.1 -1.4
C -0.673 0.296 0.228 -7.2 -1.3 -1.7
N -2.208 -0.050 0.048 11.3 0.1 0.8
H 1.639 -2.042 -0.188 0.4 -0.7 0.0
H -0.117 -2.699 -0.018 0.4 1.6 0.4
H 1.846 0.438 -1.083 -0.7 0.2 1.9
H 2.227 0.565 0.773 -1.8 0.7 -1.3
H -0.199 2.034 -1.054 1.0 -1.1 1.9
H 0.123 2.193 0.729 -0.1 1.2 1.0
H -2.883 0.624 0.112 -2.1 2.5 0.2
H -2.372 -0.991 0.273 -0.9 -1.5 0.3
```
Positions in Å, forces in eV/Å.

Calculated values
Total charge: +2
SMILES string: C=[N+]1CCC1=[NH2+]
HOMO-LUMO gap in hartree: 0.342
Relative energy (zero: lowest compared OMol25 entry of this formula, charge and spin) in kJ/mol: 265.0
DFT total energy in eV: -7234.787



Record 8
Molecular formula: C4H8N2O
Method: DFT, wB97M-V/def2-TZVPD

```
15
Properties=species:S:1:pos:R:3:forces:R:3
O -0.176 1.365 -2.485 0.0 0.0 0.3
C -0.092 0.732 -1.446 0.0 0.1 0.1
N 1.110 0.220 -0.984 -0.1 0.1 -0.1
C 1.169 -0.669 0.160 0.0 -0.1 0.1
C 0.195 -0.186 1.238 0.0 0.0 0.0
C -1.197 -0.220 0.618 0.0 -0.1 0.1
N -1.184 0.498 -0.644 0.0 0.0 -0.3
H 1.891 0.831 -1.155 0.0 -0.2 -0.2
H 0.892 -1.681 -0.174 0.0 0.1 0.2
H 2.208 -0.733 0.495 -0.2 0.1 0.1
H 0.446 0.844 1.524 0.0 -0.2 0.0
H 0.221 -0.802 2.143 0.0 0.0 -0.2
H -1.946 0.232 1.279 0.2 0.0 -0.1
H -1.489 -1.270 0.462 0.0 0.1 0.1
H -2.048 0.840 -1.033 0.1 -0.1 0.0
```
Positions in Å, forces in eV/Å.

Calculated values
SMILES string: O=C1NCCCN1
HOMO-LUMO gap in hartree: 0.377
Relative energy (zero: lowest compared OMol25 entry of this formula, charge and spin) in kJ/mol: 18.1
DFT total energy in eV: -9306.206



Record 9
Molecular formula: C4H8N2O
Method: DFT, wB97M-V/def2-TZVPD

```
15
Properties=species:S:1:pos:R:3:forces:R:3
C -0.569 1.642 0.720 0.0 0.0 1.7
C 0.140 2.255 -0.167 -0.5 -0.4 -1.1
N 0.702 2.475 -1.222 1.3 1.4 -0.7
H -1.587 1.345 0.456 0.4 0.2 0.4
H -0.068 1.430 1.682 -0.8 -0.1 -0.6
H 0.893 3.460 -1.487 -0.4 -0.7 0.3
C 0.022 -1.849 1.794 -0.5 -0.7 -0.5
N -0.081 -1.210 0.704 0.7 -0.9 0.8
O 0.338 -1.951 -0.401 -0.6 2.0 -0.5
C 0.095 -0.972 -1.510 -0.8 -1.5 2.6
H -0.280 -1.409 2.710 -0.3 0.9 0.5
H 0.220 -2.907 1.897 0.6 -0.2 -0.5
H -0.854 -0.507 -1.245 -0.1 -0.2 -0.8
H 0.193 -1.554 -2.354 -0.6 -1.2 -2.0
H 0.835 -0.246 -1.578 1.5 1.4 0.5
```
Positions in Å, forces in eV/Å.

Calculated values
SMILES string: C=C=N.C=NOC
HOMO-LUMO gap in hartree: 0.358
Relative energy (zero: lowest compared OMol25 entry of this formula, charge and spin) in kJ/mol: 531.1
DFT total energy in eV: -9300.889



Record 10
Molecular formula: C4H8N2O
Method: DFT, wB97M-V/def2-TZVPD

```
15
Properties=species:S:1:pos:R:3:forces:R:3
C 0.112 -0.892 1.849 0.0 -0.1 0.1
N -0.618 -0.384 0.692 -0.1 0.3 0.0
C 0.247 0.123 -0.331 0.2 0.1 0.1
C 1.052 1.350 -0.058 0.4 0.7 1.7
N 1.611 2.305 0.274 -0.4 -0.7 -0.4
C -0.337 0.476 -1.680 0.8 0.7 0.0
O -1.266 -0.471 -2.167 1.0 -0.1 -0.6
H 0.779 -0.140 2.297 -0.1 -0.1 0.0
H -0.598 -1.239 2.604 0.1 0.1 -0.1
H 0.720 -1.753 1.544 -0.1 0.2 0.0
H -1.303 0.311 0.967 0.0 0.0 0.0
H 0.993 -0.662 -0.523 -0.1 0.0 0.0
H 0.739 0.812 -2.050 -1.9 -1.6 -1.6
H -0.835 1.435 -1.804 -0.3 0.2 0.8
H -1.295 -1.270 -1.615 0.3 0.5 0.0
```
Positions in Å, forces in eV/Å.

Calculated values
SMILES string: CN[C@H](C#N)CO
HOMO-LUMO gap in hartree: 0.399
Relative energy (zero: lowest compared OMol25 entry of this formula, charge and spin) in kJ/mol: 270.0
DFT total energy in eV: -9303.595



Record 11
Molecular formula: C4H8N2O
Method: DFT, wB97M-V/def2-TZVPD

```
15
Properties=species:S:1:pos:R:3:forces:R:3
C 1.108 0.387 0.891 0.4 0.3 0.6
C 0.141 -0.510 0.212 -0.2 0.0 -0.4
C -1.088 -1.027 0.522 -0.4 0.1 -0.4
N -1.643 -1.658 -0.572 0.2 -0.7 0.0
C -0.743 -1.614 -1.509 -0.4 0.8 0.2
N 0.375 -0.933 -1.091 -0.5 0.1 -0.4
H 1.672 1.043 0.227 -0.2 -0.2 -0.4
H 0.629 1.093 1.565 -0.2 -0.2 0.1
H 1.860 -0.149 1.476 -0.1 -0.1 0.0
H -1.743 -0.970 1.374 0.5 0.3 0.4
H -0.956 -1.897 -2.527 0.4 -0.2 -0.1
H 0.940 -0.411 -1.746 0.3 -0.3 0.3
O 1.032 3.524 1.106 -0.4 1.3 -0.6
H 1.410 4.391 0.856 0.2 -0.7 0.3
H 0.115 3.679 0.821 0.2 -0.5 0.2
```
Positions in Å, forces in eV/Å.

Calculated values
SMILES string: Cc1cnc[nH]1.O
HOMO-LUMO gap in hartree: 0.332
Relative energy (zero: lowest compared OMol25 entry of this formula, charge and spin) in kJ/mol: 117.1
DFT total energy in eV: -9305.179



Record 12
Molecular formula: C4H8N2O
Method: DFT, wB97M-V/def2-TZVPD

```
15
Properties=species:S:1:pos:R:3:forces:R:3
C -1.132 -1.193 0.430 -0.3 0.0 -0.1
C -0.281 0.004 0.001 -0.2 -0.3 0.0
C 1.170 -0.451 0.123 0.1 -0.1 -0.1
N 2.228 0.403 0.120 0.1 0.0 0.0
O 1.392 -1.652 0.221 0.1 0.4 -0.2
C -0.737 0.997 -1.037 0.1 -0.1 -0.2
N -0.640 1.387 0.360 0.0 -0.1 0.3
H -2.086 -0.932 0.892 0.0 0.3 -0.2
H -1.310 -1.873 -0.408 -0.1 0.2 0.0
H -0.569 -1.789 1.149 -0.2 0.2 0.0
H 2.235 1.406 0.217 -0.5 -0.2 0.0
H 3.072 -0.101 0.352 0.1 0.3 -0.1
H -0.032 1.501 -1.698 0.0 -0.3 0.2
H -1.732 0.902 -1.483 0.3 -0.3 0.3
H -1.579 1.391 0.761 0.3 0.0 0.1
```
Positions in Å, forces in eV/Å.

Calculated values
SMILES string: C[C@@]1(C(N)=O)CN1
HOMO-LUMO gap in hartree: 0.389
Relative energy (zero: lowest compared OMol25 entry of this formula, charge and spin) in kJ/mol: 156.0
DFT total energy in eV: -9304.777



Record 13
Molecular formula: C4H8N2O
Method: DFT, wB97M-V/def2-TZVPD

```
15
Properties=species:S:1:pos:R:3:forces:R:3
N 1.592 1.257 1.891 -0.6 -0.3 -0.8
C 0.902 1.052 0.986 0.6 0.2 0.7
C -0.004 0.878 -0.167 -0.1 -0.1 0.1
N 0.456 1.754 -1.243 -0.1 0.2 -0.1
C -0.018 -0.562 -0.699 0.0 0.0 0.0
C -0.426 -1.650 0.329 0.1 -0.1 -0.4
O -0.903 -1.132 1.557 0.1 0.0 0.2
H -1.004 1.125 0.217 0.1 -0.1 -0.1
H -0.202 1.698 -2.015 0.1 0.0 0.1
H 0.484 2.722 -0.938 0.0 -0.1 0.0
H 0.974 -0.769 -1.122 -0.2 0.0 0.1
H -0.730 -0.558 -1.536 0.2 0.0 0.1
H 0.419 -2.323 0.499 0.0 0.1 0.0
H -1.226 -2.261 -0.101 0.1 0.1 0.1
H -0.191 -1.179 2.206 -0.2 0.1 -0.1
```
Positions in Å, forces in eV/Å.

Calculated values
SMILES string: N#C[C@@H](N)CCO
HOMO-LUMO gap in hartree: 0.400
Relative energy (zero: lowest compared OMol25 entry of this formula, charge and spin) in kJ/mol: 168.8
DFT total energy in eV: -9304.644



Record 14
Molecular formula: C4H8N2O
Method: DFT, wB97M-V/def2-TZVPD

```
15
Properties=species:S:1:pos:R:3:forces:R:3
C -0.211 1.519 -1.520 -1.5 -0.8 2.6
C -0.747 0.011 -1.238 0.0 2.3 -1.7
C 0.287 -0.882 -0.747 5.4 1.9 -0.3
O 1.469 -0.449 -0.699 -2.6 -1.4 0.4
H -0.995 2.342 -1.753 1.1 -1.8 0.4
H 0.264 1.698 -0.509 -0.2 0.6 -1.4
H 0.522 1.478 -2.286 0.8 0.2 -0.5
H -1.638 0.059 -0.641 -0.7 -0.5 -0.2
H -0.777 -0.507 -2.215 -1.4 0.3 0.0
H 0.175 -1.947 -0.764 -0.7 -0.8 0.4
N 0.956 0.254 2.706 0.7 1.2 0.6
C 0.213 -0.596 2.361 0.9 -1.7 -0.7
N -0.165 -1.592 1.745 -1.0 1.0 -0.2
H 1.142 1.001 3.331 -0.4 0.3 0.0
H -0.494 -2.389 2.228 -0.3 -0.7 0.5
```
Positions in Å, forces in eV/Å.

Calculated values
SMILES string: CCC=O.N=C=N
HOMO-LUMO gap in hartree: 0.369
Relative energy (zero: lowest compared OMol25 entry of this formula, charge and spin) in kJ/mol: 332.4
DFT total energy in eV: -9302.948



Record 15
Molecular formula: C4H8N2O
Method: DFT, wB97M-V/def2-TZVPD

```
15
Properties=species:S:1:pos:R:3:forces:R:3
C -1.446 0.477 0.296 0.0 0.1 0.0
C -0.003 0.637 -0.204 0.0 0.1 -0.4
O 0.720 1.532 0.599 0.1 0.0 0.3
C 0.735 -0.697 -0.232 -0.9 0.0 -2.7
N 0.815 -1.214 1.137 -1.3 -1.8 -1.3
C 0.008 1.117 -1.597 -0.1 0.6 -1.1
N 0.015 1.408 -2.715 0.0 -0.3 1.0
H -1.911 1.464 0.344 0.0 -0.1 0.0
H -1.428 0.038 1.299 0.0 0.1 -0.2
H -2.036 -0.162 -0.371 0.1 0.1 0.1
H 0.931 1.013 1.396 0.0 0.2 -0.1
H 1.656 -0.736 -0.799 0.2 0.5 -0.1
H -0.007 -1.439 -0.838 1.3 1.8 0.0
H 1.722 -1.666 1.311 -0.6 0.1 -0.4
H 0.196 -1.827 0.426 1.1 -1.3 4.9
```
Positions in Å, forces in eV/Å.

Calculated values
HOMO-LUMO gap in hartree: 0.404
Relative energy (zero: lowest compared OMol25 entry of this formula, charge and spin) in kJ/mol: 369.7
DFT total energy in eV: -9302.562



Record 16
Molecular formula: C4H8N2O
Method: DFT, wB97M-V/def2-TZVPD

```
15
Properties=species:S:1:pos:R:3:forces:R:3
C 3.345 -0.097 0.556 -3.3 -1.0 0.7
C -0.073 0.493 -0.712 1.9 -1.3 0.3
C -2.060 0.624 0.543 -1.3 -3.1 0.2
C -1.315 -0.329 -0.476 -2.6 4.2 -1.3
N 2.297 0.344 -0.135 2.4 -0.9 1.9
N 0.929 -0.070 -0.054 -0.4 -0.9 0.2
O -1.317 -1.590 0.050 2.7 -2.2 -1.4
H 4.266 0.417 0.317 -0.1 0.5 -0.8
H -2.204 1.539 0.080 -0.1 2.0 -0.7
H -1.438 0.708 1.462 -0.9 -0.1 -0.4
H -3.136 0.180 0.669 2.1 0.7 0.4
H -1.939 -0.211 -1.480 1.2 -0.7 1.8
H 2.519 0.956 -0.858 -0.9 1.6 -1.8
H 0.764 -0.895 0.586 0.9 0.9 -0.7
H -0.638 -2.068 -0.547 -1.7 0.4 1.5
```
Positions in Å, forces in eV/Å.

Calculated values
HOMO-LUMO gap in hartree: 0.345
Relative energy (zero: lowest compared OMol25 entry of this formula, charge and spin) in kJ/mol: 677.7
DFT total energy in eV: -9299.370